DFT (ωB97M-V/def2-TZVPD) results for a structure of composition C42H55BrN4OPPd at a distorted geometry.

The geometry in XYZ format:
```
105
C42H55BrN4OPPd (ωB97M-V/def2-TZVPD)
Pd 0.10760 -0.16109 1.27242
C 2.91214 0.81445 1.22824
N 1.68495 1.43399 1.73415
C 1.74613 1.64007 3.18648
C -0.19072 0.51487 4.33357
C -1.47421 0.58542 5.09360
C -2.26192 -0.51963 5.18333
C -1.96428 -1.64652 4.38837
C -0.98306 -1.53336 3.40871
N -0.16219 -0.50137 3.30010
C 1.10761 2.58515 1.03828
C -0.42068 2.56971 0.99706
C -1.11037 3.74247 0.69599
C -2.49908 3.75534 0.70108
C -3.17422 2.59051 1.04072
C -2.42739 1.45342 1.30548
N -1.09596 1.43832 1.26035
C 2.87748 -0.71172 1.24395
C 4.07923 -1.41569 1.22650
C 4.07333 -2.80244 1.21597
C 2.85298 -3.46311 1.21622
C 1.69528 -2.70420 1.23219
N 1.70827 -1.37144 1.24924
H 3.77656 1.13849 1.82390
H 3.10457 1.13395 0.20027
H 2.36213 2.52205 3.41495
H 2.22935 0.75070 3.60961
H -1.67104 1.48480 5.65477
H -3.11997 -0.53409 5.83459
H -2.53120 -2.55539 4.48401
H -0.85573 -2.34371 2.68827
H 1.48822 2.63177 0.01254
H 1.41766 3.51702 1.53457
H -0.56297 4.63978 0.45396
H -3.04025 4.65873 0.46380
H -4.25089 2.56171 1.08275
H -2.90394 0.51151 1.55510
H 5.01498 -0.88210 1.23232
H 5.00059 -3.35595 1.22648
H 2.79776 -4.54024 1.21304
H 0.71761 -3.17820 1.22390
O -0.32272 -0.61955 -0.81529
P -0.46542 -0.56171 -2.32235
C -2.25223 -0.42634 -2.82381
C -3.13811 -1.53053 -2.22272
C -3.88500 -1.05362 -0.98452
C -4.85675 0.07698 -1.32731
C -4.30689 0.96785 -2.44382
C -2.77847 0.96359 -2.45427
C 0.35217 1.01190 -2.90149
C 1.80450 1.00697 -2.44087
C 2.48895 2.27674 -2.95275
C 2.56968 2.24670 -4.48748
C 1.60432 1.22469 -5.09236
C 0.24393 1.28100 -4.40563
C 0.42790 -1.94500 -3.20625
C -0.49451 -3.09208 -3.63820
C -0.65662 -4.08370 -2.49553
C 0.65809 -4.81105 -2.20894
C 1.85728 -3.96193 -2.62444
C 1.58245 -2.48209 -2.34878
H -2.24589 -0.52558 -3.91337
H -2.55218 -2.40921 -1.95796
H -3.86927 -1.84095 -2.97226
H -3.14547 -0.71707 -0.25020
H -4.42904 -1.88831 -0.54040
H -5.05880 0.66986 -0.43490
H -5.80978 -0.34596 -1.64616
H -4.66997 1.98819 -2.32487
H -4.65645 0.61689 -3.41532
H -2.41723 1.25044 -1.46024
H -2.41925 1.69887 -3.17348
H -0.16873 1.79889 -2.34011
H 2.34129 0.14787 -2.84068
H 1.82000 0.93040 -1.34908
H 3.49170 2.36302 -2.53288
H 1.91596 3.14664 -2.62353
H 3.58276 2.00809 -4.80886
H 2.33347 3.23645 -4.87827
H 2.03243 0.22301 -5.01049
H 1.47967 1.42057 -6.15617
H -0.43487 0.57847 -4.89290
H -0.17255 2.27908 -4.55238
H 0.81516 -1.46762 -4.11067
H -0.04024 -3.59726 -4.49241
H -1.46061 -2.71697 -3.97316
H -1.44490 -4.80183 -2.72122
H -0.96110 -3.53395 -1.59665
H 0.68705 -5.75780 -2.75000
H 0.71667 -5.05364 -1.14616
H 2.07291 -4.09786 -3.68448
H 2.74711 -4.27515 -2.07752
H 2.49439 -1.91340 -2.53137
H 1.32675 -2.37571 -1.29060
Br 2.32361 3.04973 7.97001
C 1.32313 2.32847 6.51819
C 1.34373 0.91915 6.38571
C 0.71898 0.09122 5.51304
C 0.38739 1.79567 3.80823
C 0.09998 3.03928 4.50884
C 0.61144 3.27838 5.74117
H 1.95642 0.41597 7.12598
H 0.80701 -0.97738 5.63325
H -0.46734 3.81272 4.01047
H 0.50778 4.26547 6.16986
```

Its HOMO energy (spin up / spin down) is -14.94 / -16.75 eV. The charge is +3. The calculation puts the largest force on an atom at 0.0490 hartree/bohr. The expectation value of S² is 6.066. Its energy above the lowest of the compared OMol25 structures with the same formula, charge and spin is 2.364 eV. The total energy comes out at -135238.0277 eV. The spin multiplicity is 5.

Atomic partial charges in e from the Löwdin method, atoms 1 to 99:
1 Pd 1.23
2 C -0.07
3 N -0.15
4 C -0.10
5 C -0.41
6 C 0.07
7 C -0.01
8 C 0.03
9 C -0.11
10 N 0.01
11 C -0.06
12 C -0.22
13 C 0.03
14 C 0.02
15 C 0.00
16 C -0.09
17 N -0.03
18 C -0.21
19 C 0.03
20 C 0.02
21 C 0.00
22 C -0.10
23 N -0.04
24 H 0.16
25 H 0.13
26 H 0.17
27 H 0.14
28 H 0.14
29 H 0.13
30 H 0.13
31 H 0.12
32 H 0.13
33 H 0.16
34 H 0.14
35 H 0.14
36 H 0.13
37 H 0.12
38 H 0.14
39 H 0.14
40 H 0.13
41 H 0.12
42 O -0.41
43 P 0.91
44 C -0.33
45 C -0.18
46 C -0.19
47 C -0.18
48 C -0.17
49 C -0.20
50 C -0.35
51 C -0.22
52 C -0.18
53 C -0.17
54 C -0.19
55 C -0.17
56 C -0.30
57 C -0.18
58 C -0.19
59 C -0.18
60 C -0.18
61 C -0.20
62 H 0.13
63 H 0.08
64 H 0.14
65 H 0.07
66 H 0.12
67 H 0.09
68 H 0.12
69 H 0.12
70 H 0.13
71 H 0.09
72 H 0.12
73 H 0.11
74 H 0.10
75 H 0.06
76 H 0.11
77 H 0.11
78 H 0.12
79 H 0.12
80 H 0.11
81 H 0.13
82 H 0.11
83 H 0.13
84 H 0.12
85 H 0.13
86 H 0.10
87 H 0.13
88 H 0.09
89 H 0.12
90 H 0.10
91 H 0.12
92 H 0.11
93 H 0.11
94 H 0.07
95 Br 0.88
96 C -0.61
97 C -0.11
98 C 0.01
99 C -0.13